(1)
One molecule with the formula C6H14O2, computed with ωB97M-V/def2-TZVPD.

Each line ends with the Mulliken charge.
Atoms and positions in Å:
C  0.025  0.485  0.252  1.8023
C  -0.351  -0.929  -0.252  -0.8902
C  0.724  -1.907  -0.737  -0.5337
C  -2.382  0.994  0.181  -0.7052
C  0.963  0.424  1.467  -1.7736
C  0.657  1.344  -0.850  -1.6494
O  -1.115  1.211  0.775  -0.4421
O  2.053  -1.439  -0.641  -0.5449
H  2.415  -1.751  0.204  0.3259
H  -0.937  -1.436  0.527  0.4541
H  -1.066  -0.832  -1.081  0.3359
H  0.645  -2.851  -0.185  0.2643
H  0.542  -2.151  -1.789  0.2797
H  -2.340  1.033  -0.910  0.2919
H  -3.060  1.779  0.530  0.2689
H  -2.789  0.037  0.521  0.2570
H  1.979  0.113  1.219  0.3460
H  1.032  1.404  1.955  0.4302
H  0.015  1.387  -1.736  0.3319
H  0.789  2.379  -0.512  0.4042
H  1.637  0.970  -1.161  0.3729
H  0.563  -0.264  2.222  0.3738

Values from the calculation:
Orbital gap (eV): 10.330
E_HOMO (Ha): -0.351

***

(2)
A 3-piece molecular cluster, C6H14O2 overall, computed with ωB97M-V/def2-TZVPD.

Each line ends with the Mulliken charge.
Atoms and positions in Å:
O  -2.245  -1.780  0.862  -0.6734
C  -1.837  -1.247  -0.183  -0.1252
C  -1.765  0.142  -0.418  -0.5686
C  -0.798  0.742  -1.362  -0.0019
C  0.245  1.658  -0.667  -0.7751
C  0.930  0.945  0.499  -0.0456
C  2.082  0.035  0.130  -1.2442
H  -1.510  -1.937  -0.991  0.3740
H  0.812  -0.206  -2.301  0.4380
H  -2.447  0.697  0.225  0.3483
H  -0.347  -0.332  -1.496  -0.3974
H  -1.242  1.179  -2.249  0.3104
H  0.970  2.027  -1.387  0.4520
H  -0.340  2.504  -0.307  0.3462
H  1.329  1.727  1.162  0.3121
H  0.174  0.368  1.073  0.1896
H  1.724  -0.954  -0.168  0.3046
H  2.767  -0.110  0.986  0.3229
H  2.658  0.392  -0.735  0.3774
H  -0.143  -2.385  3.049  0.2950
H  -0.915  -1.798  1.867  0.4050
O  -0.103  -1.667  2.411  -0.6441

Values from the calculation:
Orbital gap (eV): 4.763
E_HOMO (Ha): -0.287

***

(3)
One molecule with the formula C6H14O2, computed with ωB97M-V/def2-TZVPD.

Each line ends with the Mulliken charge.
Atoms and positions in Å:
C  -0.282  -0.561  0.172  0.0724
C  0.988  -1.732  -0.570  -0.1078
C  -0.090  0.568  -0.699  -0.7815
C  -1.496  1.722  -0.402  -0.6133
C  2.379  -1.192  -0.820  -1.1855
C  -1.911  1.950  1.031  -0.9347
O  0.133  -0.380  1.488  -0.5869
O  1.030  -2.776  0.392  -0.5700
H  -0.626  -0.504  2.077  0.3672
H  1.282  -2.355  1.232  0.3778
H  -1.232  -1.089  0.100  0.3494
H  0.544  -2.142  -1.479  0.4269
H  -0.196  0.343  -1.758  0.3355
H  0.794  1.165  -0.476  0.3657
H  -2.349  1.409  -1.011  0.3383
H  -1.132  2.653  -0.846  0.3461
H  3.093  -2.000  -1.031  0.3727
H  2.392  -0.510  -1.674  0.3251
H  2.762  -0.656  0.056  0.2623
H  -1.070  2.312  1.631  0.2648
H  -2.682  2.729  1.106  0.3767
H  -2.331  1.046  1.483  0.1988

Values from the calculation:
Orbital gap (eV): 9.162
E_HOMO (Ha): -0.306

***

Preferred: (1); penalty for the next structure: 0.0392 hartree.

***

(1)
An isolated ion of composition C4H9N2OS and charge -1, computed with ωB97M-V/def2-TZVPD.

Each line ends with the Mulliken charge.
Atoms and positions in Å:
O  2.079  -0.583  1.001  -0.5389
C  1.816  0.388  0.316  0.0617
C  0.433  0.708  -0.178  -0.0374
C  0.509  1.432  -1.526  -1.0186
S  1.231  3.106  -1.360  -0.6278
N  -0.470  -0.443  -0.220  -0.3806
C  -0.823  -1.050  1.048  -0.3839
N  -2.159  -1.638  1.049  -0.6943
H  2.610  1.107  0.063  0.3700
H  0.030  1.455  0.510  0.2308
H  -0.491  1.473  -1.947  0.3300
H  1.138  0.862  -2.222  0.2564
H  -0.059  -1.144  -0.834  0.2826
H  -0.803  -0.301  1.841  0.3036
H  -0.111  -1.812  1.370  0.3367
H  -2.157  -2.532  0.571  0.2346
H  -2.773  -1.029  0.519  0.2750

Values from the calculation:
Orbital gap (eV): 6.383
E_HOMO (Ha): -0.100
Total charge: -1

***

(2)
A 2-piece molecular cluster, C4H9N2OS overall, computed with ωB97M-V/def2-TZVPD.

Each line ends with the Mulliken charge.
Atoms and positions in Å:
C  1.808  1.424  -0.247  -0.7207
C  1.103  0.868  0.966  -0.7049
C  0.808  0.326  -0.376  0.5430
C  1.153  -1.053  -0.763  -1.4270
N  -3.142  -1.288  0.245  -0.5707
N  -1.845  0.893  -0.427  0.0323
O  -2.062  1.078  0.746  -0.5199
S  -2.593  -0.609  -1.196  -0.1208
H  1.588  2.453  -0.510  0.1896
H  2.910  1.296  -0.339  0.2769
H  1.707  0.311  1.692  0.2906
H  0.321  1.515  1.282  0.2010
H  2.244  -1.299  -0.889  0.3760
H  0.755  -1.406  -1.712  0.3112
H  0.863  -1.664  0.015  0.3097
H  -2.866  -0.605  0.945  0.3121
H  -2.752  -2.241  0.569  0.2213

Values from the calculation:
Orbital gap (spin up / spin down) (eV): 6.603 / 5.282
E_HOMO (spin up / spin down) (Ha): -0.103 / -0.055
Total charge: -1

***

Preferred: (1); penalty for the next structure: 0.2118 hartree.

***

(1)
C5H6N2OS as an isolated structure, computed with ωB97M-V/def2-TZVPD.

Each line ends with the Mulliken charge.
Atoms and positions in Å:
C  -1.493  -1.170  0.075  0.3179
C  0.822  -1.914  0.160  -0.0314
C  -0.303  -1.021  0.737  -0.3574
C  0.457  0.777  0.177  0.3683
C  -0.374  1.394  -0.910  -1.0129
N  -2.528  -1.114  -0.459  -0.4882
N  1.828  -1.463  -0.451  -0.4296
O  0.713  1.565  1.254  -0.4766
S  2.097  0.171  -0.458  0.0160
H  0.874  -2.981  0.274  0.4099
H  -0.278  -1.033  1.783  0.3813
H  0.020  2.160  -1.598  0.3186
H  -1.104  2.006  -0.351  0.3352
H  -0.670  0.487  -1.560  0.3061
H  -0.061  2.137  1.329  0.3427

Values from the calculation:
Orbital gap (eV): 9.506
E_HOMO (Ha): -0.332

***

(2)
One molecule with the formula C5H6N2OS, computed with ωB97M-V/def2-TZVPD.

Each line ends with the Mulliken charge.
Atoms and positions in Å:
C  -0.695  2.411  0.082  -0.6708
C  -1.425  1.261  0.301  -0.0219
C  0.704  0.858  -0.298  0.2367
C  -0.478  -1.211  0.366  -0.3772
C  0.608  -1.611  -0.629  -0.7785
N  0.579  2.113  -0.286  -0.5499
N  -0.550  0.218  0.232  0.1321
O  2.468  -0.583  1.031  -0.5567
S  2.042  -0.441  -0.347  0.3554
H  -0.916  3.372  -0.039  0.5125
H  -2.542  1.086  0.350  0.3372
H  -1.331  -1.679  -0.038  0.3491
H  -0.123  -1.486  1.405  0.2685
H  1.063  -2.626  -0.382  0.3888
H  0.597  -1.683  -1.748  0.3746

Values from the calculation:
Orbital gap (eV): 9.518
E_HOMO (Ha): -0.326

***

Preferred: (2); penalty for the next structure: 0.0195 hartree.

***

(1)
A 2-piece molecular cluster, C3H11N3O overall, computed with ωB97M-V/def2-TZVPD.

Each line ends with the Mulliken charge.
Atoms and positions in Å:
C  -1.871  -1.110  1.566  -1.1644
C  -0.807  -1.131  0.474  -0.2422
N  -0.861  0.018  -0.430  -0.3761
C  0.245  0.583  -1.255  0.3309
N  1.241  -0.444  -1.615  -0.4965
N  -0.185  1.583  -1.901  -0.6514
H  -2.709  -0.487  1.258  0.3363
H  -2.246  -2.046  1.989  0.3419
H  -1.432  -0.491  2.420  0.1914
H  -1.269  -1.984  -0.110  0.3056
H  0.224  -1.458  0.763  0.3089
H  -1.566  -0.283  -0.995  0.2691
H  2.003  -0.922  -1.058  0.2707
H  1.851  -0.004  -2.381  0.3051
H  -0.254  2.571  -1.497  0.2676
H  2.689  1.071  2.343  0.3037
H  1.271  1.036  2.782  0.2938
O  1.833  0.605  2.175  -0.5945

Values from the calculation:
Orbital gap (eV): 8.846
E_HOMO (Ha): -0.303

***

(2)
A 2-piece molecular cluster, C3H11N3O overall, computed with ωB97M-V/def2-TZVPD.

Each line ends with the Mulliken charge.
Atoms and positions in Å:
C  0.884  2.265  0.423  -0.7892
N  0.171  1.469  1.421  -0.2247
C  -0.345  0.298  1.088  0.2613
N  -0.349  -0.765  1.881  -0.4495
H  1.730  1.715  0.011  0.2816
H  1.221  3.185  0.913  0.3595
H  0.255  2.574  -0.408  0.2755
H  0.590  1.545  2.340  0.2631
H  -0.453  0.108  -0.025  0.3127
H  0.331  -0.865  2.624  0.2278
H  -0.559  -1.622  1.380  0.2937
N  -1.156  -1.801  -1.059  -0.6827
C  0.039  -1.223  -1.835  -0.3769
O  0.493  -0.093  -1.251  -0.7488
H  -1.898  -1.123  -1.219  0.1702
H  -1.430  -2.619  -1.603  0.2832
H  0.784  -2.047  -1.818  0.2515
H  -0.309  -1.000  -2.861  0.2916

Values from the calculation:
Orbital gap (eV): 7.861
E_HOMO (Ha): -0.267

***

Preferred: (2); penalty for the next structure: 0.0348 hartree.

***

(1)
One molecule with the formula C8H16N2O3, computed with ωB97M-V/def2-TZVPD.

Each line ends with the Mulliken charge.
Atoms and positions in Å:
C  -0.543  -1.499  2.701  -0.8208
C  0.847  0.492  2.748  -0.5088
C  -0.842  -1.582  1.161  -0.3201
C  -0.254  0.644  0.464  0.1986
C  0.016  1.699  -2.736  -1.4924
C  0.344  -0.963  -2.958  -1.4513
C  0.697  0.354  -0.686  -1.1475
C  -0.064  0.322  -2.089  0.9974
N  0.706  -0.848  2.895  -0.1336
N  -0.681  1.832  0.956  0.9869
O  -0.188  2.859  0.474  -0.7113
O  -1.353  1.779  1.955  -0.6932
O  -1.243  -0.414  0.527  -0.3689
H  -1.368  -1.095  3.242  0.3221
H  -0.581  -2.471  3.144  0.4509
H  1.691  1.106  2.399  0.3607
H  -0.034  0.811  3.319  0.4197
H  -0.057  -2.110  0.573  0.2860
H  -1.822  -2.298  1.077  0.2846
H  -0.315  1.688  -3.874  0.2966
H  1.005  2.055  -2.856  0.3854
H  -0.428  2.613  -2.347  0.3455
H  -0.446  -1.128  -3.687  0.3890
H  0.420  -1.727  -2.230  0.3996
H  1.330  -0.960  -3.546  0.2822
H  1.672  0.971  -0.704  0.4173
H  1.118  -0.630  -0.560  0.3944
H  -1.138  -0.024  -1.957  0.1267
H  1.511  -1.477  2.597  0.3045

Values from the calculation:
Orbital gap (spin up / spin down) (eV): 6.796 / 6.790
E_HOMO (spin up / spin down) (Ha): -0.270 / -0.270

***

(2)
A 3-piece molecular cluster, C8H16N2O3 overall, computed with ωB97M-V/def2-TZVPD.

Each line ends with the Mulliken charge.
Atoms and positions in Å:
C  -2.598  1.281  -1.636  -0.3796
C  -1.950  0.028  -0.860  0.1456
C  -0.088  -0.428  0.813  0.2175
C  0.234  0.209  2.182  0.1923
C  1.202  -0.574  -0.006  -0.0206
C  2.482  -1.354  0.831  -1.2813
C  1.059  -1.251  -1.362  -0.0456
C  2.408  -1.371  -2.158  -1.4173
H  -0.213  2.570  -1.160  0.2571
H  -2.667  3.188  -2.239  0.3199
H  -3.552  1.359  -1.289  0.4085
H  -2.665  1.291  -2.921  0.3231
H  -1.121  1.531  0.328  0.5712
H  -0.628  -1.287  1.148  0.4171
H  1.625  0.507  -0.292  0.1266
H  2.999  -0.853  1.874  0.2600
H  3.429  -1.242  0.249  0.4357
H  2.138  -2.399  1.164  0.2887
H  0.391  -0.341  -1.661  0.1929
H  0.619  -2.192  -1.450  0.3897
H  1.935  -1.357  -3.280  0.3354
H  3.113  -2.358  -2.050  0.2552
H  3.078  -0.564  -2.365  0.4056
H  1.175  1.796  2.978  0.4013
N  -1.849  2.534  -1.069  -0.7075
N  -0.905  0.450  -0.066  -0.3698
O  -2.161  -1.133  -1.154  -0.6181
O  0.762  -0.431  3.157  -0.5706
O  0.540  1.592  2.009  -0.5327

Values from the calculation:
Orbital gap (eV): 8.709
E_HOMO (Ha): -0.352

***

Preferred: (1); penalty for the next structure: 0.1007 hartree.